1.
C28H59BFGaIO26 | wB97M-V/def2-TZVPD

```
117
C28H59BFGaIO26, DFT wB97M-V/def2-TZVPD
C 2.36 0.72 -3.53
C 1.07 0.76 -4.57
C 0.72 2.37 -4.81
I 1.28 2.89 -6.86
Ga -1.28 2.79 -4.48
F -2.17 2.66 -6.16
C -2.21 1.59 -3.07
B -3.40 0.65 -3.75
O -3.53 -0.80 -3.48
O -4.37 1.34 -4.62
H 2.27 -0.30 -2.93
H 2.32 1.57 -2.71
H 3.37 0.81 -4.12
H 1.39 0.23 -5.59
H 0.17 0.19 -4.03
H 1.38 3.00 -4.07
H -1.40 4.30 -3.99
H -1.45 0.96 -2.45
H -2.76 2.31 -2.30
H -2.64 -1.21 -3.76
H -4.68 0.69 -5.32
C 4.54 -0.70 2.50
O 4.26 -0.78 1.11
C 5.33 -1.13 0.34
O 6.45 -1.36 0.75
O 4.92 -1.17 -0.95
C 5.95 -1.52 -1.87
H 3.61 -0.42 3.02
H 4.87 -1.67 2.89
H 5.29 0.07 2.70
H 6.34 -2.52 -1.66
H 6.76 -0.78 -1.85
H 5.52 -1.52 -2.88
C -8.23 -5.36 -3.47
O -6.99 -4.89 -2.93
C -6.99 -3.57 -2.60
O -7.92 -2.80 -2.73
O -5.76 -3.27 -2.11
C -5.61 -1.90 -1.72
H -8.12 -6.42 -3.70
H -9.03 -5.24 -2.73
H -8.47 -4.83 -4.40
H -6.31 -1.65 -0.92
H -5.75 -1.24 -2.58
H -4.59 -1.77 -1.35
C 2.54 -3.75 7.79
O 2.03 -4.42 6.64
C 2.17 -3.72 5.48
O 2.68 -2.62 5.36
O 1.64 -4.47 4.48
C 1.72 -3.86 3.19
H 2.38 -4.40 8.66
H 3.62 -3.58 7.69
H 2.01 -2.81 7.96
H 2.77 -3.69 2.91
H 1.16 -2.92 3.17
H 1.27 -4.54 2.46
C -7.02 4.13 1.52
O -7.30 4.05 0.12
C -6.23 3.70 -0.64
O -5.10 3.47 -0.23
O -6.63 3.66 -1.94
C -5.60 3.31 -2.86
H -7.94 4.41 2.03
H -6.69 3.16 1.91
H -6.27 4.90 1.72
H -5.22 2.31 -2.65
H -4.80 4.05 -2.84
H -6.04 3.31 -3.86
C -3.50 0.40 1.76
O -2.78 0.17 2.97
C -1.43 0.24 2.84
O -0.82 0.47 1.81
O -0.88 0.00 4.06
C 0.55 0.04 4.08
H -4.56 0.32 1.98
H -3.30 1.40 1.38
H -3.24 -0.36 1.01
H 0.91 1.03 3.79
H 0.96 -0.73 3.42
H 0.88 -0.16 5.10
C -2.72 5.85 -6.57
O -2.29 6.67 -7.66
C -2.34 6.06 -8.87
O -2.71 4.92 -9.09
O -1.90 6.94 -9.80
C -1.90 6.44 -11.14
H -2.64 6.44 -5.66
H -3.77 5.56 -6.71
H -2.08 4.97 -6.48
H -2.91 6.17 -11.45
H -1.22 5.58 -11.22
H -1.53 7.22 -11.80
C -1.28 -1.13 8.58
O -0.27 -1.37 9.56
C -0.24 -0.46 10.56
O -0.98 0.51 10.67
O 0.75 -0.81 11.42
C 0.90 0.07 12.53
H -1.21 -1.92 7.83
H -2.27 -1.16 9.03
H -1.11 -0.17 8.08
H -0.01 0.09 13.14
H 1.16 1.08 12.19
H 1.73 -0.30 13.15
C 9.00 -2.21 0.85
O 10.40 -2.22 0.55
C 10.86 -3.41 0.10
O 10.20 -4.42 -0.07
O 12.19 -3.28 -0.14
C 12.81 -4.47 -0.64
H 8.75 -1.21 1.21
H 8.42 -2.41 -0.05
H 8.77 -2.93 1.64
H 12.38 -4.76 -1.60
H 12.73 -5.28 0.09
H 13.88 -4.25 -0.79
```

The calculation puts the HOMO-LUMO gap at 6.763 eV. As for the electronic energy: -147101.3526 eV. Its max |F| is 0.0687 hartree/bohr. Its LUMO energy is 1.60 eV. The charge is -1. As for the HOMO energy: -0.190 hartree.

Atom charges from the Löwdin analysis, given in e for atoms 1 to 6: C -0.169; C -0.364; C -0.798; I 0.621; Ga 0.283; F -0.410

2.
C28H59Br18Cl8O12P3 | wB97M-V/def2-TZVPD

```
128
C28H59Br18Cl8O12P3, DFT wB97M-V/def2-TZVPD
C 2.28 -6.71 0.68
C 3.62 -6.40 1.30
O 4.20 -5.06 0.89
P 5.17 -4.77 -0.37
O 4.73 -3.58 -1.04
O 6.67 -4.80 0.19
C 7.16 -3.49 0.48
C 6.67 -2.99 1.80
O 5.12 -6.11 -1.22
C 5.84 -6.27 -2.50
C 5.12 -5.72 -3.68
H 2.29 -6.74 -0.42
H 1.77 -7.59 1.04
H 1.59 -5.83 0.89
H 3.43 -6.25 2.33
H 4.35 -7.19 1.24
H 8.29 -3.59 0.52
H 6.81 -2.77 -0.27
H 5.66 -2.51 1.92
H 6.86 -3.75 2.54
H 7.41 -2.20 2.07
H 6.82 -5.82 -2.40
H 6.00 -7.38 -2.74
H 5.11 -4.64 -3.70
H 5.41 -6.16 -4.60
H 4.07 -6.08 -3.53
C -3.52 0.01 -1.21
C -2.47 -1.06 -1.36
O -1.38 -0.81 -0.47
P -0.15 0.04 -0.92
O 0.47 -0.22 -2.21
O -0.65 1.48 -0.64
C 0.15 2.65 -0.54
C -0.32 3.56 0.57
O 0.85 -0.39 0.22
C 1.98 -1.22 0.03
C 1.95 -2.32 1.00
H -3.09 1.07 -1.14
H -4.38 -0.06 -1.96
H -4.03 -0.20 -0.30
H -2.92 -1.96 -1.01
H -2.11 -1.22 -2.40
H 1.24 2.34 -0.38
H 0.14 3.15 -1.53
H 0.19 4.53 0.53
H -1.38 3.79 0.38
H -0.23 3.18 1.58
H 2.11 -1.54 -0.97
H 2.87 -0.64 0.21
H 2.89 -2.88 0.94
H 2.03 -1.94 1.97
H 1.05 -2.96 1.01
C -7.37 1.01 1.46
C -7.20 1.06 2.96
O -5.86 1.48 3.25
P -5.66 2.32 4.57
O -6.78 3.20 4.87
O -5.23 1.34 5.75
C -4.01 0.60 5.69
C -3.78 -0.16 7.02
O -4.28 3.09 4.24
C -4.01 3.94 3.11
C -2.63 4.47 3.24
H -7.22 1.94 1.02
H -6.67 0.25 1.06
H -8.39 0.74 1.29
H -7.99 1.69 3.48
H -7.45 0.08 3.40
H -4.09 -0.10 4.86
H -3.20 1.28 5.53
H -4.66 -0.69 7.32
H -2.97 -0.92 6.79
H -3.32 0.56 7.72
H -4.08 3.38 2.22
H -4.70 4.77 3.02
H -1.94 3.66 3.38
H -2.37 5.00 2.30
H -2.74 5.16 4.15
C 1.21 7.52 3.22
Cl 1.52 5.78 3.55
Cl -0.45 7.98 2.89
H 1.39 8.05 4.13
H 1.80 7.71 2.33
C -0.13 1.29 -4.88
Cl -0.43 1.32 -6.62
Cl -1.42 2.11 -4.00
H 0.12 0.31 -4.53
H 0.74 1.88 -4.63
C -0.93 7.37 -0.74
Cl -1.09 9.16 -1.09
Cl -2.05 6.46 -1.66
H 0.10 6.98 -1.00
H -1.12 7.22 0.29
C 3.36 1.02 -2.47
Cl 4.45 -0.32 -2.01
Cl 3.84 1.75 -4.02
H 2.38 0.61 -2.56
H 3.44 1.73 -1.67
C 0.78 -3.30 -3.46
Br -0.16 -4.15 -2.07
Br -0.25 -3.11 -5.12
Br 2.56 -3.92 -3.91
H 0.83 -2.24 -3.07
C -4.94 -0.85 -6.48
Br -4.13 -2.45 -7.06
Br -5.42 0.44 -7.86
Br -4.05 0.00 -4.95
H -5.89 -1.16 -6.10
C 4.93 2.43 1.89
Br 3.19 1.74 1.62
Br 5.80 3.28 0.36
Br 6.05 1.17 2.83
H 4.74 3.29 2.59
C -1.37 -1.03 2.85
Br -3.10 -1.66 2.33
Br -0.85 -1.76 4.63
Br -1.29 0.83 2.92
H -0.58 -1.37 2.11
C 2.47 5.96 -3.98
Br 3.35 5.45 -2.36
Br 2.96 7.77 -4.34
Br 0.49 5.63 -4.12
H 2.91 5.35 -4.78
C -4.07 -4.62 -3.11
Br -5.49 -3.26 -3.30
Br -4.30 -5.98 -4.45
Br -3.86 -5.39 -1.27
H -3.15 -4.16 -3.37
```

The calculation puts the HOMO-LUMO gap at 9.606 eV. As for the electronic energy: -1443379.1416 eV. Its max |F| is 0.0619 hartree/bohr. Its LUMO energy is -0.48 eV. The charge is 0. As for the HOMO energy: -0.371 hartree.

Atom charges from the Löwdin analysis, given in e for atoms 1 to 6: C -0.078; C -0.201; O -0.198; P 0.361; O -0.235; O -0.170

3.
C28H61N3O13PS7 | wB97M-V/def2-TZVPD

```
113
C28H61N3O13PS7, DFT wB97M-V/def2-TZVPD
C -0.73 1.36 1.98
C 0.04 0.28 1.11
S 0.03 0.88 -0.63
C 1.17 -0.12 -1.68
N 2.61 0.30 -1.59
C 3.18 0.04 -0.31
N 3.41 -1.31 0.13
N 3.55 1.06 0.45
P 3.30 2.74 -0.11
O 2.11 3.39 0.58
H -1.04 0.97 2.99
H -1.60 1.73 1.38
H -0.01 2.23 2.10
H 1.11 0.24 1.47
H -0.37 -0.77 1.25
H 1.05 -1.20 -1.41
H 0.85 0.04 -2.75
H 3.19 -0.06 -2.36
H 3.78 -1.84 -0.68
H 4.24 -1.22 0.74
H 3.99 0.89 1.36
H 4.56 3.39 0.16
H 3.10 2.82 -1.51
C -1.27 3.15 6.89
C -2.33 4.26 6.93
C -3.34 3.97 5.82
S -3.33 2.19 5.59
O -2.82 1.89 4.27
O -4.58 1.64 6.07
C -2.05 1.85 6.79
H -0.64 3.17 7.78
H -0.63 3.28 6.01
H -2.83 4.26 7.90
H -1.88 5.25 6.80
H -4.34 4.29 6.09
H -3.05 4.43 4.87
H -1.44 1.01 6.45
H -2.53 1.60 7.73
C -5.13 -2.63 0.61
C -4.90 -1.27 -0.06
C -3.40 -1.01 -0.08
S -2.62 -2.62 -0.13
O -1.88 -2.82 1.10
O -2.01 -2.82 -1.43
C -4.12 -3.58 -0.05
H -6.15 -2.98 0.47
H -4.93 -2.56 1.68
H -5.29 -1.29 -1.08
H -5.43 -0.47 0.47
H -3.10 -0.44 -0.96
H -3.06 -0.50 0.82
H -3.95 -4.49 0.53
H -4.42 -3.82 -1.07
C 1.91 -3.41 -4.50
C 2.89 -4.44 -5.04
C 4.28 -4.07 -4.51
S 4.01 -3.22 -2.96
O 4.45 -1.84 -3.10
O 4.46 -4.05 -1.86
C 2.23 -3.26 -3.02
H 0.87 -3.71 -4.65
H 2.06 -2.45 -5.01
H 2.61 -5.44 -4.68
H 2.88 -4.48 -6.13
H 4.89 -4.96 -4.33
H 4.80 -3.39 -5.18
H 1.83 -2.35 -2.58
H 1.89 -4.13 -2.45
C -8.54 6.17 8.61
C -8.32 7.54 7.96
C -6.81 7.80 7.94
S -6.03 6.19 7.88
O -5.30 5.98 9.10
O -5.42 6.00 6.58
C -7.54 5.23 7.95
H -9.57 5.82 8.47
H -8.35 6.24 9.68
H -8.70 7.52 6.93
H -8.85 8.33 8.49
H -6.51 8.37 7.06
H -6.48 8.30 8.84
H -7.37 4.32 8.52
H -7.83 4.99 6.93
C -2.19 -0.68 -7.73
C -0.96 0.16 -8.09
C 0.17 -0.25 -7.15
S -0.15 -1.95 -6.69
O -0.44 -1.99 -5.27
O 0.84 -2.81 -7.30
C -1.69 -2.11 -7.58
H -2.97 -0.60 -8.48
H -2.60 -0.33 -6.77
H -0.68 -0.05 -9.13
H -1.17 1.23 -8.02
H 1.14 -0.19 -7.64
H 0.17 0.35 -6.24
H -2.37 -2.75 -7.03
H -1.46 -2.55 -8.56
C 9.34 -3.65 -2.00
C 10.00 -2.97 -3.20
C 9.76 -3.86 -4.42
S 8.23 -4.74 -4.11
O 8.53 -6.14 -3.98
O 7.20 -4.25 -5.00
C 7.96 -4.07 -2.48
H 9.28 -2.98 -1.14
H 9.92 -4.53 -1.71
H 9.54 -1.99 -3.36
H 11.07 -2.81 -3.04
H 9.66 -3.27 -5.34
H 10.55 -4.60 -4.55
H 7.49 -4.83 -1.84
H 7.29 -3.21 -2.58
```

The calculation puts the HOMO-LUMO gap at 7.571 eV. As for the electronic energy: -146240.6622 eV. Its max |F| is 0.0822 hartree/bohr. Its LUMO energy is -3.66 eV. The charge is +1. As for the HOMO energy: -0.413 hartree.

Atom charges from the Löwdin analysis, given in e for atoms 1 to 6: C -0.160; C -0.511; S 0.862; C -0.466; N -0.046; C -0.367

- HOMO-LUMO gap of number 1 (C28H59BFGaIO26)?
  6.763 eV

- Which value of HOMO-LUMO gap does entry 2 give?
  9.606 eV

- What is the formula in the third record?
  C28H61N3O13PS7

- Which value of HOMO-LUMO gap does entry 2 give?
  9.606 eV